Model a:
This record from OMol25 describes a cluster of 2 separate species, C6H11NO3P in total. The level of theory is ωB97M-V/def2-TZVPD.

Each line ends with the natural charge from an NBO analysis.
Element x y z (Å)
1 H 0.266 1.493 1.060  0.212
2 N 1.284 -1.369 -3.580  -0.092
3 C -2.654 1.230 -1.641  -0.410
4 H -3.132 0.709 0.421  0.195
5 C -1.212 0.752 3.844  -0.436
6 C -2.429 0.668 -0.438  -0.564
7 C -0.180 0.741 1.630  -0.752
8 H -1.805 1.101 -2.370  0.211
9 H -1.645 2.078 2.212  0.190
10 H -1.842 1.179 4.658  0.176
11 H -3.581 1.731 -2.002  0.186
12 C -1.133 1.301 2.659  -0.174
13 O 0.454 -2.066 -2.743  -0.610
14 H 1.983 -3.202 -4.183  0.158
15 P -1.044 -0.452 0.192  2.181
16 O 0.086 -0.498 -0.796  -1.181
17 C 1.940 -2.142 -4.359  -0.234
18 H -0.634 -0.096 4.089  0.189
19 O -1.618 -1.664 0.702  -1.138
20 H 0.181 -1.400 -1.986  0.522
21 H 0.622 0.071 2.190  0.206
22 H 2.561 -1.657 -5.102  0.163

Its charge is -1. The HOMO-LUMO gap comes out at 8.6848 eV.

Model b:
This record from OMol25 describes the ion C6H11NO3P with charge -1. The level of theory is ωB97M-V/def2-TZVPD.

Each line ends with the natural charge from an NBO analysis.
Element x y z (Å)
1 C -1.436 -0.062 1.578  -0.781
2 O -0.435 1.739 -0.411  -1.167
3 C 2.909 -0.923 -2.457  -0.415
4 H -1.052 0.590 2.294  0.222
5 C 2.182 -0.043 -1.755  -0.170
6 N 1.168 -0.263 0.527  -0.443
7 C 2.150 0.411 -0.321  -0.312
8 H -3.004 1.622 2.550  0.167
9 H 0.329 -1.903 -0.425  0.488
10 H -4.489 1.492 1.611  0.166
11 C -2.902 0.047 1.249  -0.173
12 P -0.502 0.311 -0.031  2.234
13 H 3.865 -1.480 -2.016  0.162
14 O 1.007 -1.720 0.226  -0.665
15 H 1.344 0.576 -2.254  0.222
16 C -3.470 1.081 1.833  -0.391
17 O -0.865 -0.575 -1.172  -1.192
18 H 2.821 -1.189 -3.446  0.184
19 H 1.758 1.444 -0.108  0.265
20 H 3.221 0.205 0.092  0.159
21 H -1.149 -0.955 1.951  0.227
22 H -3.451 -0.404 0.484  0.214

Its charge is -1. The HOMO-LUMO gap comes out at 8.9813 eV. Its SMILES is C=CCN(O)[P@@](=O)([O-])CC=C.

Relative energy table, unit kcal/mol: model a 0.0; model b 8.6

Model a:
This record from OMol25 describes the ion C4H6NS with charge +1. The level of theory is ωB97M-V/def2-TZVPD.

Each line ends with the natural charge from an NBO analysis.
Element x y z (Å)
1 H 1.896 -2.145 -0.364  0.248
2 H 1.333 2.416 0.240  0.272
3 H -0.256 0.634 1.506  0.256
4 H -1.911 -0.528 -0.528  0.459
5 H -0.346 -2.331 -0.806  0.245
6 C 1.214 1.378 0.104  -0.209
7 C -0.215 0.896 0.366  -0.300
8 S 2.341 0.107 -0.126  0.737
9 N -0.912 -0.404 -0.147  -0.537
10 C 1.291 -1.355 -0.171  -0.547
11 C -0.055 -1.427 -0.391  0.134
12 H -0.808 1.693 0.066  0.243

Its charge is +1. The HOMO-LUMO gap (spin up / spin down) comes out at 6.9605 / 6.9621 eV.

Model b:
This record from OMol25 describes a structure of composition C4H6NS. The level of theory is ωB97M-V/def2-TZVPD.

Each line ends with the natural charge from an NBO analysis.
Element x y z (Å)
1 C -1.278 0.807 -0.229  -0.514
2 C 0.109 1.257 0.055  0.307
3 C 1.429 -0.934 0.479  -0.313
4 H -1.952 0.821 0.681  0.309
5 H 2.215 -1.607 -0.087  0.286
6 H 1.824 -0.718 1.489  0.257
7 S -0.296 -1.771 0.704  0.269
8 N 0.720 0.145 -0.183  -0.259
9 H -1.940 1.384 -1.034  0.293
10 C -0.589 -0.556 -0.595  -0.153
11 H 0.410 2.232 0.315  0.245
12 H -0.653 -1.060 -1.596  0.274

Its charge is +1. The HOMO-LUMO gap comes out at 8.3799 eV.

Relative energy table, unit kcal/mol: model a 0.0; model b 17.1

Model a:
This record from OMol25 describes a cluster of 3 separate species, C6H18O3 in total. The level of theory is ωB97M-V/def2-TZVPD.

Each line ends with the natural charge from an NBO analysis.
Element x y z (Å)
1 H 19.945 4.914 -3.117  0.157
2 H 27.831 8.028 -2.364  0.161
3 C 20.038 5.937 -3.479  -0.059
4 H 20.712 6.923 -1.587  0.207
5 H 19.629 7.917 -2.607  0.215
6 H 26.994 17.753 -6.640  0.204
7 H 28.256 7.583 -3.975  0.175
8 C 26.570 8.976 -3.698  -0.642
9 H 21.005 6.130 -3.942  0.175
10 H 18.996 6.636 -1.658  0.195
11 C 19.859 6.908 -2.265  -0.638
12 H 26.503 6.306 -2.332  0.466
13 H 18.287 5.663 -4.200  0.463
14 C 27.397 7.777 -3.332  -0.071
15 H 25.825 8.768 -4.465  0.219
16 H 24.027 15.250 -7.137  0.467
17 H 26.348 17.218 -5.179  0.209
18 H 25.993 9.365 -2.859  0.209
19 C 26.548 16.865 -6.190  -0.628
20 C 25.187 16.711 -6.933  -0.055
21 H 27.206 9.692 -4.219  0.217
22 O 24.446 15.663 -6.378  -0.716
23 O 19.049 6.197 -4.439  -0.714
24 O 26.615 6.518 -3.262  -0.734
25 H 25.405 16.420 -7.961  0.149
26 H 27.241 16.025 -6.227  0.214
27 H 24.654 17.662 -6.964  0.156

The HOMO-LUMO gap comes out at 11.0240 eV. Its SMILES is CCO.CCO.CCO.

Model b:
This record from OMol25 describes a cluster of 3 separate species, C6H18O3 in total. The level of theory is ωB97M-V/def2-TZVPD.

Each line ends with the natural charge from an NBO analysis.
Element x y z (Å)
1 H -2.903 2.288 1.572  0.176
2 H -0.206 -2.622 -1.400  0.214
3 H -1.457 1.713 2.382  0.149
4 O -2.585 0.277 1.605  -0.732
5 H -1.617 1.477 -0.645  0.206
6 H -0.357 0.989 0.547  0.195
7 H -1.996 -0.362 2.013  0.469
8 H 0.512 -2.582 0.216  0.196
9 H 1.394 2.800 -2.185  0.466
10 H -1.077 -4.383 1.140  0.465
11 H -2.469 -2.511 -0.376  0.175
12 H 1.984 0.823 -2.183  0.150
13 H -0.437 -1.232 -0.437  0.196
14 C -1.634 -2.814 0.255  -0.070
15 C -0.370 -2.317 -0.366  -0.622
16 H 3.207 -0.158 -0.378  0.208
17 H -1.930 -2.300 1.170  0.152
18 C 3.014 0.910 -0.274  -0.626
19 C -2.085 1.571 1.503  -0.048
20 H -0.595 2.693 0.154  0.224
21 H 3.490 1.569 -2.357  0.160
22 O -1.427 -4.172 0.272  -0.707
23 H 3.888 1.386 0.172  0.210
24 O 1.948 2.701 -1.407  -0.718
25 C -1.104 1.737 0.281  -0.638
26 H 2.151 1.018 0.383  0.215
27 C 2.658 1.500 -1.657  -0.062

The HOMO-LUMO gap comes out at 10.8081 eV. Its SMILES is CCO.CCO.CCO.

Relative energy table, unit kcal/mol: model a 0.0; model b 4.6

Model a:
This record from OMol25 describes the molecule CH3BrO3S. The level of theory is ωB97M-V/def2-TZVPD.

Each line ends with the natural charge from an NBO analysis.
Element x y z (Å)
1 S -1.795 0.291 -2.086  1.526
2 H 0.092 -1.207 -0.242  0.163
3 H 1.307 1.147 0.695  0.479
4 H -0.653 -0.070 0.927  0.155
5 O -0.568 0.615 -0.990  -0.764
6 Br -3.350 -0.556 -0.702  -0.248
7 C 0.022 -0.158 0.059  0.232
8 O -2.236 1.562 -2.527  -0.857
9 O 1.318 0.230 0.386  -0.686

The HOMO-LUMO gap comes out at 10.0555 eV.

Model b:
This record from OMol25 describes the molecule CH3BrO3S. The level of theory is ωB97M-V/def2-TZVPD.

Each line ends with the natural charge from an NBO analysis.
Element x y z (Å)
1 Br 0.642 -1.138 2.281  -0.238
2 C -0.105 -0.346 -0.947  0.201
3 O 1.430 1.735 1.747  -0.872
4 S 0.401 0.856 1.351  1.492
5 H -0.294 -1.221 -0.415  0.161
6 O -1.351 0.277 -1.123  -0.705
7 H 0.587 -0.452 -1.787  0.183
8 H -2.022 -0.325 -0.824  0.475
9 O 0.712 0.614 -0.283  -0.697

The HOMO-LUMO gap comes out at 10.0054 eV.

Relative energy table, unit kcal/mol: model a 0.0; model b 5.4

Model a:
This record from OMol25 describes the molecule C3H4N2O2S. The level of theory is ωB97M-V/def2-TZVPD.

Each line ends with the natural charge from an NBO analysis.
Element x y z (Å)
1 C -0.738 0.231 -0.055  0.262
2 H -1.793 -1.482 0.154  0.409
3 C -0.365 1.513 0.007  -0.029
4 S 3.156 -0.057 -0.034  -0.283
5 H 1.610 -1.939 -0.115  0.510
6 C 1.542 0.399 -0.066  0.348
7 O 1.006 1.628 -0.070  -0.404
8 O 0.669 -1.764 0.024  -0.528
9 N -1.915 -0.505 -0.151  -0.807
10 H -0.970 2.402 0.131  0.220
11 H -2.718 0.003 0.308  0.401
12 N 0.516 -0.429 -0.132  -0.099

The HOMO-LUMO gap comes out at 8.5925 eV. Its SMILES is Nc1coc(=S)n1O.

Model b:
This record from OMol25 describes the molecule C3H4N2O2S. The level of theory is ωB97M-V/def2-TZVPD.

Each line ends with the natural charge from an NBO analysis.
Element x y z (Å)
1 C -1.763 -0.340 1.173  0.782
2 O -4.835 0.730 2.633  -0.470
3 C 0.441 -0.485 0.179  -0.419
4 H 0.243 -1.535 0.384  0.244
5 C -3.835 0.524 2.107  0.921
6 O -1.796 -1.520 1.404  -0.590
7 H 1.294 -0.152 0.771  0.203
8 H 0.664 -0.352 -0.880  0.202
9 H -1.076 1.994 -0.975  0.105
10 S -0.649 1.969 0.300  0.221
11 N -0.740 0.280 0.527  -0.572
12 N -2.793 0.534 1.509  -0.628

The HOMO-LUMO gap comes out at 10.2956 eV. Its SMILES is CN(S)C(=O)N=C=O.

Model c:
This record from OMol25 describes a cluster of 2 separate species, C3H4N2O2S in total. The level of theory is ωB97M-V/def2-TZVPD.

Each line ends with the natural charge from an NBO analysis.
Element x y z (Å)
1 O 1.327 -0.012 -0.055  -0.963
2 H -0.751 -2.742 -0.306  0.219
3 H -0.991 -1.277 0.747  0.245
4 H 0.138 -2.224 1.199  0.235
5 C -0.112 2.618 0.192  0.201
6 O -0.215 -0.783 -2.032  -0.904
7 N -0.720 2.543 -0.769  -0.205
8 H 0.019 0.065 -2.451  0.508
9 S 0.894 -1.197 -0.852  1.456
10 C -0.413 -1.979 0.247  -0.794
11 C 0.323 2.611 1.494  0.177
12 N 0.503 2.379 2.586  -0.175

The HOMO-LUMO gap comes out at 9.8689 eV.

Relative energy table, unit kcal/mol: model a 48.6; model b 0.0; model c 68.1

Model a:
This record from OMol25 describes the molecule C6H12N2O. The level of theory is ωB97M-V/def2-TZVPD.

Each line ends with the natural charge from an NBO analysis.
Element x y z (Å)
1 H -0.471 -1.374 1.549  0.200
2 H 1.751 0.958 -0.573  0.232
3 H 0.250 -2.526 -2.177  0.198
4 N -0.511 0.895 -1.890  -0.716
5 H -1.228 1.206 -2.540  0.358
6 H 1.237 -1.186 0.975  0.192
7 C 0.183 -0.950 0.784  -0.058
8 C 0.734 -1.923 -1.410  -0.255
9 H -0.516 2.109 2.042  0.168
10 O -0.275 -1.586 -0.464  -0.548
11 H 1.526 -2.496 -0.918  0.173
12 H 1.950 1.219 1.168  0.210
13 C 1.257 1.323 0.330  -0.609
14 H 1.167 -1.031 -1.869  0.189
15 N -1.960 0.741 2.155  -0.598
16 H -1.994 0.253 -0.544  0.156
17 C -0.878 1.158 1.656  0.152
18 C -0.024 0.548 0.589  -0.235
19 C -0.946 0.433 -0.807  0.244
20 H 1.031 2.376 0.170  0.223
21 H -2.284 -0.151 1.776  0.324

The HOMO-LUMO gap comes out at 10.2034 eV. Its SMILES is [H]/N=C\[C@](C)(/C=N/[H])COC.

Model b:
This record from OMol25 describes a structure of composition C6H12N2O. The level of theory is ωB97M-V/def2-TZVPD.

Each line ends with the natural charge from an NBO analysis.
Element x y z (Å)
1 H -2.224 0.750 -1.439  0.397
2 H 0.474 -2.170 2.382  0.355
3 H -0.249 0.269 3.212  0.204
4 C 0.465 0.949 -2.638  -0.612
5 C 1.301 0.498 -0.282  0.732
6 H 0.456 0.125 -3.361  0.211
7 H -1.147 -0.856 1.357  0.185
8 H 1.180 0.800 2.350  0.215
9 H -0.509 -1.515 -0.816  0.193
10 H -0.407 1.469 1.910  0.214
11 C -0.100 -0.570 1.223  -0.139
12 C 0.123 0.564 2.222  -0.656
13 N -2.006 -0.115 -0.965  -0.827
14 O 2.325 0.786 0.243  -0.518
15 N 0.674 -1.775 1.466  -0.864
16 H 1.669 -1.572 1.429  0.355
17 H -0.361 1.618 -2.898  0.205
18 C 0.355 0.453 -1.220  -0.400
19 H -2.719 -0.768 -0.672  0.395
20 H 1.396 1.504 -2.769  0.230
21 C -0.694 -0.444 -0.733  0.123

The HOMO-LUMO gap comes out at 8.5001 eV.

Relative energy table, unit kcal/mol: model a 0.0; model b 17.8